Record 1
# C6H12NS

An isolated ion of composition C6H12NS and charge +1 at a distorted geometry (ωB97M-V/def2-TZVPD, the OMol25 dataset).

```
! RIJCOSX wB97M-V def2-TZVPD def2/J DEFGRID3
* xyz 1 1
H -1.9740 1.8455 0.8883
H 1.4030 -2.2797 -1.8299
H -0.1606 2.4877 0.9427
C -1.5056 -0.5546 0.8948
H -2.3558 0.0998 0.6744
N -0.3707 0.4203 0.7448
C 0.7556 0.3634 0.1158
C 1.3635 -1.2763 -1.4817
C -0.8884 1.6437 1.2295
H 0.7324 -3.1013 -0.2840
H 1.5065 -2.7022 1.2342
C 0.6837 -2.3073 0.4961
H -0.3027 -2.4082 0.9565
H -1.0578 1.6884 2.3376
H -1.4902 -0.7583 1.9325
C 1.0515 -0.9885 -0.2299
H -1.3011 -1.4743 0.3054
S 2.0289 1.5062 0.0292
H 1.6618 -0.6976 -2.3037
H 2.4438 0.6809 -1.0298
*
```

Its relative energy (zero: lowest compared OMol25 entry of this formula, charge and spin) is 67.9 kcal per mole. The calculation puts the HOMO energy at -14.22 eV. The lowest unoccupied orbital energy is -4.364 eV. The frontier orbital gap is 0.36211 Ha. The calculation puts the energy at -688.3997 Eh. The value obtained for the molar mass is 130.24 g/mol.

Record 2
# C6H12NS

A 2-piece molecular cluster, C6H12NS overall at a distorted geometry (ωB97M-V/def2-TZVPD, the OMol25 dataset).

```
! RIJCOSX wB97M-V def2-TZVPD def2/J DEFGRID3
* xyz 1 1
H 1.2211 -0.6088 3.8063
H 0.5667 -1.0199 -2.2657
H 0.8931 -1.3657 0.1725
H -0.8282 -1.4400 2.9951
C 0.1075 -1.9314 -0.3306
H 1.4660 0.3952 2.2675
C -0.1723 3.0668 -0.5839
C 0.4043 -1.9342 -1.8238
C -0.9134 1.8922 -1.1429
H -0.5940 3.9514 -0.9458
H -0.2068 2.8741 0.4226
H -0.3852 -2.4255 -2.3992
H -1.3764 1.9735 -2.0891
H -0.3571 -2.7706 0.0318
S -1.3533 -0.6745 0.1620
C 0.7961 -0.3956 2.8767
H 1.3147 -2.4963 -2.0276
C -1.1830 0.7613 -0.5760
H 0.8621 3.0023 -0.9122
N -0.2621 -0.8543 2.3623
*
```

Its relative energy (zero: lowest compared OMol25 entry of this formula, charge and spin) is 88.5 kcal per mole. The calculation puts the HOMO energy at -13.57 eV. The lowest unoccupied orbital energy is -4.244 eV. The frontier orbital gap is 0.34275 Ha. The calculation puts the energy at -688.3668 Eh. The value obtained for the molar mass is 130.24 g/mol.

Record 3
# C6H12O

A single C6H12O molecule (ωB97M-V/def2-TZVPD, the OMol25 dataset).

```
! RIJCOSX wB97M-V def2-TZVPD def2/J DEFGRID3
* xyz 0 1
H 0.5382 -2.1256 -0.6492
H 0.6949 0.8959 -0.3188
H 1.7293 -0.3055 0.4572
C -0.1054 0.1517 1.4961
H 0.4253 2.2563 1.6179
C 0.1442 -1.1123 -0.7360
H -1.1573 0.3144 1.2372
H 1.4339 1.1980 2.6182
H -1.8356 -1.9397 -1.3606
H -0.0729 -0.7485 2.1234
H -0.2213 1.5935 3.1303
C -1.2883 -1.0190 -1.1873
O -0.1178 0.7244 -2.4293
H 0.8069 0.9615 -2.5852
H 0.0046 -1.3022 -2.9775
C -0.2024 -0.6438 -2.1340
C 0.4102 1.3667 2.2641
C 0.6881 -0.0654 0.2125
H -1.8744 -0.2004 -0.7790
*
```

Its relative energy (zero: lowest compared OMol25 entry of this formula, charge and spin) is 29.3 kcal per mole. The calculation puts the HOMO energy at -9.66 eV. As for the SMILES: CCC[C@H]1C[C@H]1O. The lowest unoccupied orbital energy is 0.992 eV. The frontier orbital gap is 0.39159 Ha. The calculation puts the energy at -311.0126 Eh. The value obtained for the molar mass is 100.16 g/mol.

Record 4
# C6H12O

A single C6H12O molecule at a distorted geometry (ωB97M-V/def2-TZVPD, the OMol25 dataset).

```
! RIJCOSX wB97M-V def2-TZVPD def2/J DEFGRID3
* xyz 0 1
H -3.0237 0.2161 0.4829
H 3.0809 0.9743 -0.9480
C 0.0394 0.0557 0.3035
H 1.4968 -0.8454 -1.4350
H -0.7607 -1.7019 -0.3800
C 1.6561 -0.5894 -0.3877
C 2.6526 0.3586 -0.1653
H -2.4403 -1.1534 1.4436
C -2.5236 -0.7558 0.4255
H 1.1123 1.8796 0.4136
O -0.9410 1.9326 0.6865
H -3.2041 -1.4372 -0.1132
H 0.1232 1.7399 -1.0747
H -1.3135 -0.3000 -1.3123
C 0.1056 1.5488 0.0240
H 3.2148 0.3849 0.7628
H 1.7737 -1.5149 0.1896
C -1.1521 -0.6864 -0.2972
H 0.1036 -0.1061 1.3815
*
```

Its relative energy (zero: lowest compared OMol25 entry of this formula, charge and spin) is 114.5 kcal per mole. The calculation puts the HOMO energy (alpha / beta) at -9.66 / -8.18 eV. The lowest unoccupied orbital energy (alpha / beta) is -0.336 / -0.942 eV. The frontier orbital gap (alpha / beta) is 0.34257 / 0.26605 Ha. The calculation puts the energy at -310.8768 Eh. The value obtained for the molar mass is 100.16 g/mol.

Record 5
# C6H12O

A single C6H12O molecule at a distorted geometry (ωB97M-V/def2-TZVPD, the OMol25 dataset).

```
! RIJCOSX wB97M-V def2-TZVPD def2/J DEFGRID3
* xyz 0 1
H -0.9231 0.8857 -1.5827
H 1.5927 1.0657 -1.1182
H 2.8350 0.6123 1.0278
C -1.4867 -1.2459 0.0193
C 0.1058 0.5038 0.3176
H 0.3600 1.2747 1.0689
H 1.0900 -0.6241 -1.1890
H 3.4025 -0.4729 -0.2534
H -1.8408 0.0602 1.1374
H -3.2405 0.2440 -0.0296
H -2.1161 -2.0582 0.4283
H 2.2823 -1.0689 0.9929
O -0.3322 -0.7334 0.9639
C 2.5379 -0.2095 0.3647
C -2.1677 0.0808 0.0665
C -1.1192 1.0123 -0.5078
H -0.9595 -1.5812 -0.8738
C 1.3462 0.1920 -0.5008
H -1.3667 2.0626 -0.3322
*
```

Its relative energy (zero: lowest compared OMol25 entry of this formula, charge and spin) is 48.4 kcal per mole. The calculation puts the HOMO energy at -9.56 eV. As for the SMILES: CC[C@H]1CCCO1. The lowest unoccupied orbital energy is 1.142 eV. The frontier orbital gap is 0.39316 Ha. The calculation puts the energy at -310.9821 Eh. The value obtained for the molar mass is 100.16 g/mol.

Record 6
# C6H12O

A single C6H12O molecule (ωB97M-V/def2-TZVPD, the OMol25 dataset).

```
! RIJCOSX wB97M-V def2-TZVPD def2/J DEFGRID3
* xyz 0 1
H 0.6960 0.0568 -2.6173
C 0.7903 0.5009 0.1319
H -0.6956 1.0272 -2.0958
H -0.9302 -0.6518 -2.6276
H -0.6742 0.4065 3.0297
H -1.0780 -0.4687 -0.1812
H -1.4063 1.8752 2.3579
C -0.2610 0.0234 -2.0822
C -0.0842 -0.4641 -0.6420
H 1.1750 1.6019 1.9906
C 0.4874 -1.8775 -0.5920
C -0.9063 0.9369 2.0992
H 0.5759 -2.2345 0.4397
H -0.1525 -2.5769 -1.1424
H 1.4826 -1.9029 -1.0522
C 0.3779 1.2029 1.3621
H 1.8685 0.3668 -0.0009
O 0.3416 1.8539 0.0951
H -1.6070 0.3241 1.5272
*
```

Its relative energy (zero: lowest compared OMol25 entry of this formula, charge and spin) is 26.8 kcal per mole. The calculation puts the HOMO energy at -10.05 eV. As for the SMILES: CC(C)[C@H]1O[C@H]1C. The lowest unoccupied orbital energy is 1.112 eV. The frontier orbital gap is 0.41007 Ha. The calculation puts the energy at -311.0166 Eh. The value obtained for the molar mass is 100.16 g/mol.

Record 7
# C6H12O

C6H12O as an isolated structure (ωB97M-V/def2-TZVPD, the OMol25 dataset).

```
! RIJCOSX wB97M-V def2-TZVPD def2/J DEFGRID3
* xyz 0 1
H 0.2800 1.2061 -0.5331
H -1.0873 -0.4272 -1.8987
C -1.6194 -0.8053 -1.0109
H 0.3568 1.0838 1.2244
H 2.8472 0.9269 -0.6720
O -2.8922 -0.1643 -0.8444
C -1.0961 -0.2120 0.3079
H 3.6039 -0.4825 0.0854
C 2.7776 0.2307 0.1719
H -1.7135 -1.8948 -1.0845
H 1.3133 -1.0761 -0.7297
C 0.2502 0.4915 0.3039
C 1.4262 -0.4791 0.1864
H -1.1451 -0.9460 1.1207
H -2.1999 1.6705 -0.0828
H 2.9270 0.8082 1.0919
C -2.3790 0.6316 0.2335
H 1.3922 -1.1916 1.0224
H -3.0419 0.6297 1.1075
*
```

Its relative energy (zero: lowest compared OMol25 entry of this formula, charge and spin) is 30.3 kcal per mole. The calculation puts the HOMO energy at -9.58 eV. The lowest unoccupied orbital energy is 1.138 eV. The frontier orbital gap is 0.39397 Ha. The calculation puts the energy at -311.0109 Eh. The value obtained for the molar mass is 100.16 g/mol.

Record 8
# C6H12O

A single C6H12O molecule at a distorted geometry (ωB97M-V/def2-TZVPD, the OMol25 dataset).

```
! RIJCOSX wB97M-V def2-TZVPD def2/J DEFGRID3
* xyz 0 1
H 2.6549 0.4187 -1.0951
H -2.1910 -1.2730 1.2435
C 2.5043 0.1316 -0.0594
C -2.0583 -0.9343 0.2073
C 0.0990 0.8103 -0.0248
H -1.4862 -1.6937 -0.3328
H 3.1575 -0.7061 0.1783
O 1.0499 -0.7053 1.5127
H 0.1935 -1.0661 1.7655
C 1.0808 -0.2947 0.1609
H 0.4055 1.7494 0.4463
H -1.9588 1.1893 0.6792
C -0.8115 0.9145 -1.1725
H -0.6991 0.1671 -1.9458
H 0.8446 -1.1417 -0.5026
H -3.0620 -0.9154 -0.2464
H -1.0494 1.9124 -1.4988
H 2.7493 0.9819 0.5834
C -1.4120 0.4448 0.1132
*
```

Its relative energy (zero: lowest compared OMol25 entry of this formula, charge and spin) is 27.3 kcal per mole. The calculation puts the HOMO energy at -9.74 eV. As for the SMILES: C[C@@H]1C[C@@H]1[C@@H](C)O. The lowest unoccupied orbital energy is 1.033 eV. The frontier orbital gap is 0.39597 Ha. The calculation puts the energy at -311.0158 Eh. The value obtained for the molar mass is 100.16 g/mol.

Record 9
# C6H12O

A 2-piece molecular cluster, C6H12O overall (ωB97M-V/def2-TZVPD, the OMol25 dataset).

```
! RIJCOSX wB97M-V def2-TZVPD def2/J DEFGRID3
* xyz 0 1
H 2.5034 -0.7790 -0.1695
H -2.9240 -1.0725 -0.5811
C -2.0817 -0.6362 -0.0323
H 0.3555 -1.2001 0.9953
H 0.2456 1.2944 1.0282
H -0.7641 -0.7348 -1.8170
O -1.9158 1.5379 0.9615
C -2.1754 0.8678 -0.0094
H -2.0714 -1.0167 0.9949
H 1.6154 1.6735 -0.0607
C -0.7667 -0.8663 -0.7339
C 0.3740 -1.0888 -0.0902
H 1.9507 -2.2716 -0.9254
H 1.9256 0.8112 1.4711
H 1.6935 -0.7187 -1.7452
H -2.3753 1.3423 -0.9956
C 1.2986 1.5630 0.9808
H 1.4101 2.5118 1.4986
C 1.7022 -1.2171 -0.7703
*
```

Its relative energy (zero: lowest compared OMol25 entry of this formula, charge and spin) is 33.1 kcal per mole. The calculation puts the HOMO energy at -9.29 eV. As for the SMILES: C/C=C/CC=O.C. The lowest unoccupied orbital energy is 0.988 eV. The frontier orbital gap is 0.37777 Ha. The calculation puts the energy at -311.0065 Eh. The value obtained for the molar mass is 100.16 g/mol.

Record 10
# C6H12O

C6H12O as an isolated structure (ωB97M-V/def2-TZVPD, the OMol25 dataset).

```
! RIJCOSX wB97M-V def2-TZVPD def2/J DEFGRID3
* xyz 0 1
H 2.9234 0.9262 0.0182
H -0.4828 -2.9099 -0.7395
C -0.8616 -1.8803 -0.7477
C 1.0569 -0.0326 0.4272
H -1.5805 0.1129 1.9834
H -2.5739 -0.3410 0.5374
O -0.5397 1.9555 0.7005
H -1.9536 -1.9379 -0.8790
H 1.9794 0.7113 -1.4563
H -0.8952 0.7221 -0.9438
H 1.6176 2.0235 -0.3188
C -1.5695 -0.1760 0.9292
H -0.0483 2.5138 0.0862
H -0.4685 -1.4106 -1.6600
C -0.7195 0.7134 0.1347
H 1.1526 0.2016 1.4874
H 1.5748 -0.9792 0.2650
C 1.9076 0.9716 -0.3951
C -0.5193 -1.1843 0.5709
*
```

Its relative energy (zero: lowest compared OMol25 entry of this formula, charge and spin) is 136.1 kcal per mole. The calculation puts the HOMO energy at -7.09 eV. The lowest unoccupied orbital energy is 0.743 eV. The frontier orbital gap is 0.28782 Ha. The calculation puts the energy at -310.8424 Eh. The value obtained for the molar mass is 100.16 g/mol.

Record 11
# C6H12O

A single C6H12O molecule at a distorted geometry (ωB97M-V/def2-TZVPD, the OMol25 dataset).

```
! RIJCOSX wB97M-V def2-TZVPD def2/J DEFGRID3
* xyz 0 1
H -1.4483 1.3908 1.9182
H 1.6792 -0.7431 -2.4716
O -0.0686 1.2188 -0.4243
H 0.0925 -1.7063 -0.7752
C 0.8570 -0.9960 -0.4228
C -0.6933 -0.5372 1.5008
H 0.8407 1.7687 -2.2813
H -0.2494 -0.6957 2.5016
H -0.4719 0.5910 -2.3690
H -2.1856 0.5886 0.5430
H 1.1601 0.5126 1.0353
H 2.3511 0.3246 -1.2024
H -2.6587 0.0996 2.2041
C 0.3270 0.0685 0.4863
H -1.0336 -1.5473 1.2065
H 1.5126 -1.5009 0.2940
C 1.4488 -0.1843 -1.5595
C -1.8417 0.4345 1.5659
C 0.3823 0.9131 -1.7497
*
```

Its relative energy (zero: lowest compared OMol25 entry of this formula, charge and spin) is 26.6 kcal per mole. The calculation puts the HOMO energy at -9.48 eV. As for the SMILES: CC[C@H]1CCCO1. The lowest unoccupied orbital energy is 1.114 eV. The frontier orbital gap is 0.38940 Ha. The calculation puts the energy at -311.0169 Eh. The value obtained for the molar mass is 100.16 g/mol.

Record 12
# C6H12O

A single C6H12O molecule (ωB97M-V/def2-TZVPD, the OMol25 dataset).

```
! RIJCOSX wB97M-V def2-TZVPD def2/J DEFGRID3
* xyz 0 1
H 2.3202 -0.2160 -1.4483
H 1.3882 -2.3089 -0.0313
H -2.2044 2.3552 0.6374
H -2.8744 1.4783 2.0178
H -0.7535 0.1188 -1.9985
O -0.2052 0.6155 0.5294
H -1.2213 2.1787 2.0928
C -0.3736 -0.7706 -1.4833
C 0.5009 -0.3696 -0.2997
C -1.4653 0.4050 0.7917
H -0.0445 -2.0132 0.9860
C 0.8625 -1.5614 0.5722
H 2.3757 0.6552 0.0996
H 1.5191 -1.2562 1.3946
H 0.2238 -1.3486 -2.1958
C -1.9569 1.6662 1.4602
C 1.7384 0.3948 -0.7526
H -1.2306 -1.3657 -1.1608
H 1.4497 1.3210 -1.2602
*
```

Its relative energy (zero: lowest compared OMol25 entry of this formula, charge and spin) is 57.9 kcal per mole. The calculation puts the HOMO energy at -8.19 eV. The lowest unoccupied orbital energy is 0.954 eV. The frontier orbital gap is 0.33614 Ha. The calculation puts the energy at -310.9669 Eh. The value obtained for the molar mass is 100.16 g/mol.